{
  "formula": "C2H5N2O",
  "method": "wB97M-V/def2-TZVPD",
  "homo_lumo_gap_ha": [0.27133, 0.27130],
  "e_above_lowest_kcal_mol": 145.3,
  "energy_ha": -263.48280,
  "lumo_ev": [-7.616, -7.618],
  "charge": 1,
  "largest_force_ev_per_a": 4.0,
  "symbols": ["C", "C", "N", "N", "O", "H", "H", "H", "H", "H"],
  "coordinates": [[-0.4474, 0.5158, -0.0236], [0.6031, -1.2236, -0.0364], [-1.6334, 0.2715, -0.0138], [0.4453, 1.4865, -0.1103], [-2.6254, -0.3938, -0.0609], [-0.2573, -2.0571, 0.0377], [1.1727, -0.9212, -0.9072], [1.1886, -1.3316, 0.8459], [1.3333, 1.1362, 0.1610], [0.2205, 2.5173, 0.1077]],
  "mulliken_charge": [0.415, -0.837, 0.499, -0.405, -0.333, 0.361, 0.381, 0.364, 0.252, 0.304]
}